Entry 1:
The following is a DFT calculation (wB97M-V/def2-TZVPD) of a molecular structure, C5H10O.

For the HOMO-LUMO gap, the calculation gives 0.353 hartree. The calculation puts the total energy at -271.603752 Ha. The LUMO energy comes out at 0.03098 hartree. The spin multiplicity is 1. As for the HOMO energy: -8.752 eV. The net charge is 0.

Geometry as XYZ:
```
16
Properties=species:S:1:pos:R:3:mulliken_charge:R:1
C -0.97403 -1.08445 1.24908 -1.1813
C -1.01873 0.18393 0.39874 -0.6133
C 0.19226 0.28846 -0.51434 1.1195
C 1.49327 0.61550 0.18958 -1.4593
C 0.20086 -0.54666 -1.74336 -0.7306
O -0.00183 1.25124 -1.60582 -0.4340
H -0.12605 -1.08228 1.94272 0.3174
H -0.88936 -1.96866 0.60776 0.3299
H -1.88541 -1.18875 1.84531 0.3502
H -1.08434 1.07472 1.03774 0.3297
H -1.91595 0.16587 -0.23014 0.2382
H 1.39280 1.46447 0.87494 0.3125
H 1.81853 -0.25213 0.77369 0.3622
H 2.27304 0.84369 -0.54240 0.4102
H -0.71057 0.81931 -2.16168 0.4388
H 1.23552 -0.58425 -2.12181 0.2099
```

Entry 2:
The following is a DFT calculation (wB97M-V/def2-TZVPD) of a single C5H8N2 molecule.

For the HOMO-LUMO gap, the calculation gives 0.338 hartree. The calculation puts the total energy at -304.684088 Ha. The LUMO energy comes out at 0.02762 hartree. The spin multiplicity is 1. As for the HOMO energy: -8.443 eV. The net charge is 0. As for the structure (SMILES): C[C@H]1N[C@]1(C)C#N.

Geometry as XYZ:
```
15
Properties=species:S:1:pos:R:3:mulliken_charge:R:1
C 1.41068 -0.82141 0.21680 -1.0799
C 1.17276 0.60343 -0.40534 -0.0911
N 0.08814 0.88151 -1.27751 -0.5588
C -0.45485 0.34682 -0.07223 0.6538
C -1.40737 -0.83489 -0.24603 -1.3954
C -0.84783 1.25665 0.94432 0.2516
N -1.21934 2.01725 1.73609 -0.5188
H 1.01279 -1.24025 1.18480 0.2765
H 1.30060 -1.62445 -0.49836 0.3214
H 2.41985 -0.58175 0.41299 0.3949
H 1.54238 1.44737 0.20782 0.3358
H -0.07706 1.88159 -1.26948 0.3553
H -1.02938 -1.53768 -0.98769 0.3753
H -1.61645 -1.35462 0.69299 0.3311
H -2.35738 -0.42188 -0.62822 0.3483
```